1.
{
  "formula": "C4H13N3O",
  "method": "ωB97M-V/def2-TZVPD",
  "e_lumo_ev": 0.997,
  "orbital_gap_ev": 9.5702,
  "total_charge": 0,
  "relative_energy_kcal_mol": 53.28,
  "smiles": "N/C=C/N.NCCO",
  "elements": ["C", "O", "C", "N", "H", "H", "H", "H", "H", "H", "H", "C", "C", "N", "N", "H", "H", "H", "H", "H", "H"],
  "coordinates": [[0.369102, -1.047004, 2.203763], [0.272372, -2.465716, 2.238090], [-0.853793, -0.521347, 1.480747], [-0.754874, 0.910180, 1.249762], [0.395817, -0.628965, 3.219388], [1.266124, -0.735970, 1.660870], [0.886777, -2.807643, 2.898592], [-0.974277, -1.053013, 0.535045], [-1.747101, -0.819063, 2.048730], [-0.941274, 1.422049, 2.101652], [-1.412290, 1.182284, 0.524818], [0.890147, 0.728997, -1.622228], [-0.176800, 0.538306, -2.372469], [-1.399122, -0.057091, -1.920194], [1.955499, 1.544463, -2.143194], [1.008722, 0.328697, -0.625349], [-0.184314, 0.913449, -3.386266], [-1.346977, -1.070850, -1.921749], [-2.146703, 0.192447, -2.549347], [2.852042, 1.076449, -2.062414], [2.040921, 2.369349, -1.558249]],
  "atomic_forces_ev_per_a": [[-0.1, 0.0, -0.1], [0.1, -0.1, 0.3], [-0.4, -0.4, 0.2], [0.1, -0.1, -0.1], [0.1, 0.0, -0.1], [0.1, 0.1, 0.1], [-0.1, 0.1, -0.2], [0.3, 0.2, -0.1], [0.1, 0.1, 0.1], [-0.1, 0.1, -0.1], [0.1, 0.1, 0.2], [0.6, 0.1, -0.2], [-0.7, 0.0, 0.1], [0.3, -0.3, -0.1], [0.2, -0.1, 0.0], [-0.3, 0.0, 0.2], [0.1, 0.3, -0.1], [0.0, 0.1, 0.1], [-0.1, 0.0, -0.1], [0.0, -0.1, 0.0], [-0.1, 0.1, -0.1]],
  "nbo_charge": [-0.063, -0.727, -0.237, -0.850, 0.151, 0.159, 0.469, 0.200, 0.165, 0.352, 0.380, -0.068, -0.046, -0.855, -0.848, 0.184, 0.184, 0.371, 0.365, 0.353, 0.359]
}

---

2.
{
  "formula": "C8H16NO",
  "method": "ωB97M-V/def2-TZVPD",
  "e_lumo_ev": -4.172,
  "orbital_gap_ev": 10.5090,
  "total_charge": 1,
  "relative_energy_kcal_mol": 92.21,
  "smiles": "C[N+]1=C[C@]1(O)CC(C)(C)C",
  "elements": ["C", "C", "C", "C", "C", "C", "C", "C", "N", "O", "H", "H", "H", "H", "H", "H", "H", "H", "H", "H", "H", "H", "H", "H", "H", "H"],
  "coordinates": [[-0.544775, 2.948059, -0.227761], [1.615786, -1.232486, 1.208086], [1.347296, -1.384900, -1.262160], [-0.715647, -1.041762, 0.246219], [-2.633891, 1.696565, -0.629117], [1.080796, 0.844328, -0.052001], [0.806391, -0.751840, 0.019871], [0.052350, 1.768735, 0.483760], [-1.349566, 1.998896, -0.262739], [0.004526, 1.866004, 1.836191], [-0.438145, 3.993250, -0.623910], [1.381130, -0.805226, 2.185071], [1.637503, -2.253870, 1.185091], [2.739697, -1.010004, 1.104943], [0.843637, -2.451481, -1.380588], [2.472609, -1.558889, -1.342425], [1.090600, -0.726353, -2.151149], [-0.962043, -2.105122, 0.230003], [-1.443492, -0.627983, -0.445347], [-1.043125, -0.725916, 1.251183], [-3.020775, 2.711745, -0.967181], [-2.422797, 0.841654, -1.307567], [-3.227748, 1.385418, 0.219062], [1.840987, 1.211000, 0.559375], [1.268096, 1.008258, -1.107661], [-0.071739, 1.048102, 2.367466]],
  "atomic_forces_ev_per_a": [[1.2, 0.3, -0.3], [2.3, 2.0, -0.1], [-0.4, -1.6, -1.5], [0.2, -0.3, 0.6], [-1.6, 0.6, -1.4], [-2.1, -1.3, -1.7], [0.1, 1.8, 0.8], [-1.2, 0.3, 0.4], [3.1, 0.8, 2.1], [-0.6, 0.4, 0.2], [-0.3, -1.0, 0.6], [-0.5, -0.3, -0.1], [-0.4, -2.9, 0.6], [-1.6, 0.1, -0.2], [1.1, 2.2, 0.0], [-1.4, 0.4, 0.6], [0.0, -1.1, 0.8], [0.5, -0.1, 0.0], [0.4, 0.3, -0.4], [0.2, 0.1, -0.2], [-0.3, -1.8, -0.5], [-1.5, 0.7, -0.3], [0.0, -0.3, 0.2], [2.2, -0.2, 0.6], [0.2, 0.7, 0.0], [0.2, 0.2, -0.9]],
  "nbo_charge": [0.207, -0.610, -0.626, -0.622, -0.437, -0.473, -0.031, 0.479, -0.215, -0.680, 0.265, 0.202, 0.224, 0.224, 0.235, 0.243, 0.211, 0.247, 0.195, 0.198, 0.244, 0.257, 0.259, 0.252, 0.236, 0.518]
}

---

3.
{
  "formula": "C41H54AsBr3N5O8PSTi",
  "method": "ωB97M-V/def2-TZVPD",
  "spin_multiplicity": 3,
  "e_lumo_ev": [3.547, 3.541],
  "orbital_gap_ev": [4.1676, 6.3521],
  "total_charge": -2,
  "relative_energy_kcal_mol": 7.30,
  "elements": ["Ti", "Br", "C", "C", "C", "Br", "C", "C", "C", "C", "N", "C", "C", "O", "H", "H", "H", "H", "C", "C", "C", "C", "C", "C", "C", "S", "O", "O", "N", "C", "C", "O", "O", "H", "H", "H", "H", "H", "H", "H", "H", "H", "C", "N", "C", "C", "O", "N", "C", "N", "H", "H", "H", "H", "H", "H", "H", "Br", "C", "C", "C", "C", "C", "C", "C", "O", "O", "H", "H", "H", "H", "C", "As", "C", "C", "H", "H", "H", "H", "H", "H", "H", "H", "H", "C", "C", "C", "P", "C", "C", "C", "C", "C", "C", "H", "H", "H", "H", "H", "H", "H", "H", "H", "H", "H", "H", "H", "H", "H", "H", "H", "H", "H", "H", "H"],
  "coordinates": [[-0.673902, -1.523816, 0.404463], [-2.653078, 3.009286, 1.699219], [-3.069373, 1.307407, 2.414881], [-4.120732, 1.171385, 3.313051], [-4.421655, -0.075540, 3.823880], [-5.828933, -0.190646, 5.115408], [-3.746433, -1.245563, 3.430091], [-3.973582, -2.568241, 3.905065], [-3.180429, -3.603181, 3.387070], [-2.239489, -3.366645, 2.414947], [-2.014811, -2.112981, 1.911473], [-2.724917, -1.066263, 2.468392], [-2.315522, 0.206617, 2.017354], [-1.203549, 0.259520, 1.295351], [-4.691058, 2.039357, 3.611110], [-4.737826, -2.759243, 4.643701], [-3.320561, -4.620674, 3.731649], [-1.660023, -4.167638, 1.972689], [-0.820811, -0.339088, -8.594510], [-0.753933, 0.468618, -7.324433], [-1.908858, 1.000600, -6.760077], [-1.863295, 1.703115, -5.563758], [-0.654822, 1.871697, -4.896978], [0.506481, 1.365960, -5.464738], [0.455821, 0.677673, -6.668089], [-0.606104, 2.614030, -3.252475], [0.772001, 3.059314, -3.112425], [-1.618335, 3.660367, -3.315701], [-0.899152, 1.464168, -2.254258], [-2.302731, 1.086779, -2.189449], [-2.608959, -0.072803, -1.257614], [-3.705430, -0.169670, -0.733642], [-1.687363, -1.008610, -1.156563], [-1.561903, 0.068296, -9.284674], [-1.104270, -1.373262, -8.383096], [0.145067, -0.357634, -9.102036], [-2.860405, 0.860253, -7.262884], [-2.760465, 2.142332, -5.147890], [1.443099, 1.517909, -4.943499], [1.371036, 0.285558, -7.101132], [-2.690659, 0.727040, -3.163381], [-2.957638, 1.907754, -1.890763], [1.672961, -1.964608, 5.549920], [1.764108, -2.082234, 4.118829], [2.425846, -3.164908, 3.431391], [1.969132, -2.936077, 1.978118], [2.401907, -3.553863, 1.037182], [1.003217, -1.936786, 1.992687], [0.933868, -1.468397, 3.237520], [0.179180, -0.419498, 3.577011], [2.662059, -2.093338, 5.991157], [0.995987, -2.706014, 5.987260], [1.320551, -0.966608, 5.807842], [2.100410, -4.152993, 3.768924], [3.511771, -3.094203, 3.508154], [-0.284348, -0.012887, 2.750239], [-0.362207, -0.449422, 4.426091], [-4.570574, -3.674264, -5.620863], [-3.499109, -3.955099, -4.066576], [-2.422314, -4.820708, -4.145935], [-1.643507, -5.016819, -3.013549], [-1.921674, -4.339893, -1.833651], [-3.014668, -3.482249, -1.778879], [-3.815281, -3.289043, -2.896075], [-1.022860, -4.533758, -0.630735], [-0.863785, -5.661921, -0.178819], [-0.478075, -3.462992, -0.186833], [-2.195026, -5.328246, -5.073507], [-0.802106, -5.698257, -3.047489], [-3.234793, -2.929790, -0.874512], [-4.651123, -2.604120, -2.853493], [2.762787, -2.462028, -1.767793], [1.359690, -1.110218, -1.529453], [2.479058, 0.452193, -1.828553], [0.506696, -1.376065, -3.258818], [3.220634, -2.334530, -2.751060], [2.318364, -3.451934, -1.681254], [3.520798, -2.364149, -0.992254], [3.036514, 0.345073, -2.761366], [3.182976, 0.508014, -0.996462], [1.866741, 1.352609, -1.864185], [1.245432, -1.322065, -4.059367], [-0.251636, -0.609153, -3.390399], [0.035185, -2.360140, -3.249767], [4.242710, 3.016024, 0.657427], [3.786695, 2.770824, 2.094653], [4.548527, 1.577385, 2.675794], [1.961494, 2.385947, 2.197631], [1.718446, 2.485351, 4.068849], [0.239805, 2.733248, 4.383193], [2.584908, 3.434884, 4.898001], [1.094019, 3.904121, 1.555948], [0.796200, 3.718914, 0.061569], [1.712833, 5.269798, 1.849564], [5.310821, 3.255252, 0.637973], [3.704472, 3.833932, 0.183490], [4.086361, 2.129048, 0.039802], [4.013936, 3.662712, 2.685692], [4.291364, 0.666818, 2.127882], [4.314106, 1.406009, 3.728278], [5.629332, 1.728533, 2.590069], [1.948829, 1.463760, 4.391008], [-0.000504, 3.795413, 4.294607], [0.008718, 2.429866, 5.409217], [-0.429559, 2.195273, 3.709090], [2.427475, 4.476892, 4.619550], [3.650628, 3.223528, 4.808201], [2.319755, 3.338290, 5.956620], [0.126628, 3.852212, 2.064979], [1.684629, 3.818235, -0.564872], [0.081196, 4.471673, -0.280350], [0.357565, 2.741289, -0.148964], [2.710025, 5.365603, 1.415280], [1.791144, 5.473355, 2.917766], [1.092154, 6.053660, 1.405647]],
  "atomic_forces_ev_per_a": [[-0.4, -0.3, -0.3], [0.0, 0.0, 0.0], [0.1, 0.0, 0.1], [0.0, 0.0, 0.0], [0.0, 0.0, 0.0], [0.0, 0.0, 0.0], [0.0, 0.0, -0.1], [0.0, 0.0, 0.0], [0.0, 0.0, 0.0], [-0.1, 0.0, 0.0], [0.2, 0.0, 0.0], [0.0, -0.1, 0.0], [-0.1, 0.0, 0.0], [0.0, 0.1, 0.0], [0.0, 0.0, 0.0], [0.0, 0.0, 0.0], [0.0, 0.0, 0.0], [0.0, 0.0, 0.0], [0.0, 0.0, 0.0], [0.0, 0.0, 0.0], [0.0, 0.0, 0.0], [0.0, 0.0, 0.0], [-0.1, 0.0, 0.1], [0.0, 0.0, 0.0], [0.0, 0.0, 0.0], [0.0, -0.1, 0.1], [0.0, 0.0, 0.0], [0.0, 0.0, 0.0], [-0.1, 0.1, -0.1], [0.1, 0.0, 0.0], [0.0, -0.1, -0.1], [0.1, 0.0, 0.0], [0.1, 0.2, 0.4], [0.0, 0.0, 0.0], [0.0, 0.0, 0.0], [0.0, 0.0, 0.0], [0.0, 0.0, 0.0], [0.0, 0.0, 0.0], [0.0, 0.0, 0.0], [0.0, 0.0, 0.0], [0.0, 0.0, 0.0], [0.0, 0.0, 0.0], [0.0, 0.0, 0.0], [-0.2, -0.1, 0.0], [0.0, 0.1, -0.1], [0.0, -0.2, 0.0], [-0.1, 0.3, 0.3], [0.2, 0.2, -0.3], [0.1, -0.1, 0.1], [0.1, -0.3, -0.2], [0.0, 0.0, 0.0], [0.0, 0.0, 0.0], [0.0, 0.0, 0.0], [0.0, 0.0, 0.0], [0.0, 0.0, 0.0], [-0.2, 0.1, 0.0], [0.1, 0.1, 0.0], [0.0, 0.0, 0.0], [0.0, 0.0, 0.0], [0.0, 0.0, 0.0], [0.0, 0.0, 0.0], [0.0, 0.0, 0.0], [0.0, 0.0, 0.0], [0.0, 0.0, 0.0], [-0.1, 0.0, 0.0], [0.1, 0.0, 0.0], [0.1, 0.2, 0.1], [0.0, 0.0, 0.0], [0.0, 0.0, 0.0], [0.0, 0.0, 0.0], [0.0, 0.0, 0.0], [0.0, 0.0, 0.0], [0.0, -0.1, 0.0], [-0.1, 0.0, 0.0], [0.0, 0.0, 0.0], [0.0, 0.0, 0.0], [0.0, 0.0, 0.0], [0.0, 0.0, 0.0], [0.0, 0.0, 0.0], [0.0, 0.0, 0.0], [0.0, 0.0, 0.0], [0.0, 0.0, 0.0], [0.0, 0.0, 0.0], [0.0, 0.0, 0.0], [0.0, -0.1, 0.0], [-0.1, 0.0, 0.0], [0.0, 0.0, 0.0], [0.1, 0.1, 0.2], [0.0, 0.0, -0.1], [0.0, 0.0, 0.0], [0.0, 0.0, 0.0], [0.0, -0.1, -0.1], [0.0, 0.0, 0.0], [0.0, 0.0, 0.0], [0.0, 0.0, 0.0], [0.0, 0.0, 0.0], [0.0, 0.0, 0.0], [0.0, 0.0, 0.0], [0.0, 0.0, 0.0], [0.0, 0.0, 0.0], [0.0, 0.0, 0.0], [0.0, 0.0, 0.0], [0.0, 0.0, 0.0], [0.0, 0.0, 0.0], [0.0, 0.0, 0.0], [0.0, 0.0, 0.0], [0.0, 0.0, 0.0], [0.0, 0.0, 0.0], [0.0, 0.0, 0.0], [0.0, 0.0, 0.0], [0.0, 0.0, 0.0], [0.0, 0.0, 0.0], [0.0, 0.0, 0.0], [0.0, 0.0, 0.0], [0.0, 0.0, 0.0]],
  "lowdin_spin": [0.998, 0.007, 0.031, 0.035, 0.048, 0.003, 0.027, 0.260, 0.059, 0.162, 0.164, 0.046, 0.045, 0.026, 0.002, 0.019, -0.002, 0.010, 0.000, 0.000, 0.000, 0.000, 0.000, 0.000, 0.000, 0.000, 0.000, 0.000, 0.001, 0.000, 0.001, -0.002, -0.002, 0.000, 0.000, 0.000, 0.000, 0.000, 0.000, 0.000, 0.000, 0.000, 0.000, 0.001, 0.001, 0.001, 0.001, 0.007, 0.002, 0.002, 0.000, 0.000, 0.000, 0.000, 0.000, 0.001, 0.000, 0.000, 0.000, 0.000, 0.000, 0.000, 0.000, 0.000, 0.007, 0.013, 0.018, 0.000, 0.000, 0.000, 0.000, -0.001, 0.006, 0.002, -0.001, 0.000, 0.000, 0.000, 0.000, 0.000, 0.000, 0.000, 0.000, 0.000, 0.000, 0.000, 0.000, 0.000, 0.000, 0.000, 0.000, 0.000, 0.000, 0.000, 0.000, 0.000, 0.000, 0.000, 0.000, 0.000, 0.000, 0.000, 0.000, 0.000, 0.000, 0.000, 0.000, 0.000, 0.000, 0.000, 0.000, 0.000, 0.000, 0.000, 0.000]
}